Record 1
Below is 2 unconnected molecules or ions with the total composition C5H4N2, with properties calculated with ωB97M-V with the def2-TZVPD basis set.

Output
Molecular weight   92.10 g mol⁻¹
HOMO level   -8.560 eV
Energy relative to the best compared isomer or geometry (same formula, charge and spin)   735.31 kJ/mol
Kohn-Sham gap   0.2458 hartree
Energy   -8221.87249 eV

Structure (ORCA input):
```
! wB97M-V def2-TZVPD RIJCOSX def2/J DEFGRID3
* xyz 0 1
C 2.9019 -1.0597 0.7172
C 1.7531 -0.5987 0.4764
C 0.4492 -0.2116 0.2580
C -0.7928 -0.8366 0.4058
N -1.6875 0.0042 -0.1718
N -1.2330 1.0950 -0.7087
C 0.1851 1.0230 -0.4712
H 1.4661 0.7071 -1.1352
H -1.0500 -1.8040 0.8070
H -2.6981 -0.1592 -0.1830
H 0.5434 1.9983 -0.1411
*
```

Charges per atom according to Mulliken partitioning, unit e: -0.679, -0.497, 0.995, -0.548, 0.396, -0.692, -0.346, 0.327, 0.452, 0.242, 0.351

Record 2
Below is C5H4N2 in the gas phase, with properties calculated with ωB97M-V with the def2-TZVPD basis set.

Output
Molecular weight   92.10 g mol⁻¹
HOMO level   -9.174 eV
Energy relative to the best compared isomer or geometry (same formula, charge and spin)   384.42 kJ/mol
Kohn-Sham gap   0.3589 hartree
SMILES string   N#C[C@@]12C=C[C@@H]1N2
Energy   -8225.50921 eV

Structure (ORCA input):
```
! wB97M-V def2-TZVPD RIJCOSX def2/J DEFGRID3
* xyz 0 1
N 2.9770 0.0212 -0.3759
C 1.9002 0.0334 0.0213
C 0.5149 0.0935 0.2892
C -0.4981 1.1596 0.5425
C -1.4335 0.5472 -0.1777
C -0.5548 -0.6080 -0.5441
N -0.0265 -1.2484 0.7571
H -0.4422 2.2583 0.9514
H -2.5153 0.6282 -0.4066
H -0.6254 -0.9793 -1.5232
H 0.7035 -1.9057 0.4660
*
```

Charges per atom according to Mulliken partitioning, unit e: -0.456, 0.146, 1.009, -0.847, -0.249, -0.331, -0.653, 0.308, 0.363, 0.404, 0.307

Record 3
Below is C5H4N2 in the gas phase, with properties calculated with ωB97M-V with the def2-TZVPD basis set.

Output
Molecular weight   92.10 g mol⁻¹
HOMO level   -9.107 eV
Energy relative to the best compared isomer or geometry (same formula, charge and spin)   241.58 kJ/mol
Kohn-Sham gap   0.3574 hartree
SMILES string   C#Cc1ccn[nH]1
Energy   -8226.98961 eV

Structure (ORCA input):
```
! wB97M-V def2-TZVPD RIJCOSX def2/J DEFGRID3
* xyz 0 1
C -2.5145 -0.8582 -0.8764
C -1.4711 -0.6961 -0.2945
C -0.2312 -0.2186 0.1592
C 0.2132 1.0893 0.1663
C 1.5777 0.9723 0.4767
N 1.9472 -0.2936 0.6471
N 0.8358 -0.9968 0.4384
H -2.9745 -0.4330 -1.7276
H -0.3719 1.9696 -0.0652
H 2.3067 1.7627 0.5801
H 0.8402 -2.0040 0.4771
*
```

Charges per atom according to Mulliken partitioning, unit e: -0.281, -0.352, 0.532, -0.308, -0.421, -0.798, 0.280, 0.286, 0.372, 0.448, 0.244

Record 4
Below is C5H4N2 in the gas phase, with properties calculated with ωB97M-V with the def2-TZVPD basis set.

Output
Molecular weight   92.10 g mol⁻¹
HOMO level   -9.939 eV
Energy relative to the best compared isomer or geometry (same formula, charge and spin)   276.35 kJ/mol
Kohn-Sham gap   0.3433 hartree
SMILES string   C=C=C1C=NN=C1
Energy   -8226.62920 eV

Structure (ORCA input):
```
! wB97M-V def2-TZVPD RIJCOSX def2/J DEFGRID3
* xyz 0 1
C 0.1400 2.3156 0.0101
C -0.0470 1.0693 -0.2969
C -0.1461 -0.2422 -0.2948
C -1.0352 -1.0110 0.5746
N -0.6117 -2.2194 0.6990
N 0.5467 -2.3846 -0.1100
C 0.8181 -1.2667 -0.6893
H -0.1691 3.2011 -0.5315
H 0.6723 2.4264 0.9497
H -1.8835 -0.6191 1.1247
H 1.6719 -1.1439 -1.3459
*
```

Charges per atom according to Mulliken partitioning, unit e: -0.753, 0.122, 0.796, -0.313, -0.428, -0.416, -0.381, 0.268, 0.234, 0.443, 0.430

Record 5
Below is C5H4N2 in the gas phase, with properties calculated with ωB97M-V with the def2-TZVPD basis set.

Output
Molecular weight   92.10 g mol⁻¹
HOMO level   -10.017 eV
Energy relative to the best compared isomer or geometry (same formula, charge and spin)   307.09 kJ/mol
Kohn-Sham gap   0.3950 hartree
SMILES string   C#C[C@H]1N[C@H]1C#N
Energy   -8226.31060 eV

Structure (ORCA input):
```
! wB97M-V def2-TZVPD RIJCOSX def2/J DEFGRID3
* xyz 0 1
C 2.5401 0.5175 0.1251
C 1.4004 0.1262 0.0677
C 0.2296 -0.6553 -0.2871
N -0.7759 -1.1607 0.6403
C -1.1908 -0.1944 -0.3744
C -1.6471 1.1210 0.0226
N -2.1140 2.1366 0.3301
H 3.5623 0.8346 0.1490
H 0.4868 -1.3981 -1.0406
H -0.7092 -0.7080 1.5495
H -1.7823 -0.6195 -1.1821
*
```

Charges per atom according to Mulliken partitioning, unit e: 0.183, -0.675, -0.141, -0.572, 0.113, 0.084, -0.398, 0.427, 0.329, 0.288, 0.363

Record 6
Below is C5H4N2 in the gas phase, with properties calculated with ωB97M-V with the def2-TZVPD basis set.

Output
Molecular weight   92.10 g mol⁻¹
HOMO level   -9.047 eV
Energy relative to the best compared isomer or geometry (same formula, charge and spin)   188.23 kJ/mol
Kohn-Sham gap   0.3683 hartree
SMILES string   C#Cc1ccn[nH]1
Energy   -8227.54254 eV

Structure (ORCA input):
```
! wB97M-V def2-TZVPD RIJCOSX def2/J DEFGRID3
* xyz 0 1
C 2.8148 -0.0990 0.0182
C 1.6334 0.1088 0.1301
C 0.2196 0.1183 0.1091
C -0.6346 -0.8637 -0.3527
C -1.9135 -0.3036 -0.1956
N -1.8630 0.9184 0.3239
N -0.5613 1.1534 0.4979
H 3.7674 -0.4772 -0.2500
H -0.3490 -1.8331 -0.7367
H -2.8688 -0.7437 -0.4448
H -0.2450 2.0213 0.9006
*
```

Charges per atom according to Mulliken partitioning, unit e: -0.002, -0.591, 0.420, -0.366, -0.433, -0.823, 0.274, 0.458, 0.368, 0.448, 0.249

Record 7
Below is C5H4N2O in the gas phase, with properties calculated with ωB97M-V with the def2-TZVPD basis set.

Output
Molecular weight   108.10 g mol⁻¹
HOMO level   -10.177 eV
Energy relative to the best compared isomer or geometry (same formula, charge and spin)   195.26 kJ/mol
Kohn-Sham gap   0.3080 hartree
SMILES string   [H]/N=C1/N=CC=C1C=O
Energy   -10274.73863 eV

Structure (ORCA input):
```
! wB97M-V def2-TZVPD RIJCOSX def2/J DEFGRID3
* xyz 0 1
H 1.3547 2.0084 0.1478
N 0.3880 2.1579 0.0155
C -0.1573 1.0498 -0.0102
N -1.5912 1.1002 -0.0797
C -1.9479 -0.1935 -0.1130
C -0.8594 -1.1527 -0.0820
C 0.2935 -0.3654 0.0590
C 1.7163 -0.6078 0.0145
O 2.5291 0.2623 -0.2656
H -2.9952 -0.4190 -0.1505
H -0.7626 -2.1957 -0.1963
H 2.0320 -1.6446 0.6606
*
```

Charges per atom according to Mulliken partitioning, unit e: 0.342, -0.507, 0.147, -0.504, -0.240, -0.471, 0.606, 0.019, -0.486, 0.447, 0.448, 0.198

Record 8
Below is C5H4N2O in the gas phase, with properties calculated with ωB97M-V with the def2-TZVPD basis set.

Output
Molecular weight   108.10 g mol⁻¹
HOMO level   -10.516 eV
Energy relative to the best compared isomer or geometry (same formula, charge and spin)   443.85 kJ/mol
Kohn-Sham gap   0.4129 hartree
SMILES string   C#C[C@@H](C#N)ON=C
Energy   -10272.16215 eV

Structure (ORCA input):
```
! wB97M-V def2-TZVPD RIJCOSX def2/J DEFGRID3
* xyz 0 1
C -1.6175 -2.0888 0.3379
C -0.9020 -1.1496 0.4269
C -0.2420 0.0820 0.8635
C 1.1967 -0.2000 1.2049
N 2.3034 -0.4998 1.3330
O -0.5035 1.0841 -0.1144
N 0.1126 0.6689 -1.2645
C -0.0479 1.5035 -2.2564
H -2.2996 -2.8922 0.5678
H -0.6531 0.5577 1.8000
H -0.6556 2.4322 -2.2082
H 0.4018 1.1635 -3.1848
*
```

Charges per atom according to Mulliken partitioning, unit e: 0.158, -0.872, 0.827, -0.038, -0.354, -0.128, -0.483, -0.300, 0.409, 0.227, 0.282, 0.273

Record 9
Below is a molecular structure, C5H4N2O, with properties calculated with ωB97M-V with the def2-TZVPD basis set.

Output
Molecular weight   108.10 g mol⁻¹
HOMO level   -8.292 eV
Energy relative to the best compared isomer or geometry (same formula, charge and spin)   314.56 kJ/mol
Kohn-Sham gap   0.3249 hartree
Energy   -10273.50216 eV

Structure (ORCA input):
```
! wB97M-V def2-TZVPD RIJCOSX def2/J DEFGRID3
* xyz 0 1
C -0.9767 -0.3702 -0.6709
C -0.0154 -0.9741 -1.5051
C 1.0855 -0.2470 -0.8665
C 0.6221 0.5306 0.1765
C 1.3987 1.0803 1.2671
H -3.0157 -1.4258 -0.0683
H -2.3218 -1.6382 -1.6513
H -0.0741 -1.6205 -2.2483
H 2.2007 -0.4203 -0.9159
N -2.3178 -1.0468 -0.7230
N 1.7347 1.2474 2.4711
O -0.6741 0.4479 0.2800
*
```

Charges per atom according to Mulliken partitioning, unit e: 0.483, -0.591, -0.362, 0.458, 0.006, 0.220, 0.223, 0.507, 0.311, -0.503, -0.463, -0.288

Record 10
Below is C5H4N2O in the gas phase, with properties calculated with ωB97M-V with the def2-TZVPD basis set.

Output
Molecular weight   108.10 g mol⁻¹
HOMO level   -8.111 eV
Energy relative to the best compared isomer or geometry (same formula, charge and spin)   326.04 kJ/mol
Kohn-Sham gap   0.3318 hartree
SMILES string   c1cn2occc2n1
Energy   -10273.38320 eV

Structure (ORCA input):
```
! wB97M-V def2-TZVPD RIJCOSX def2/J DEFGRID3
* xyz 0 1
C 1.2264 -0.8434 1.3961
C 0.3466 0.2233 1.6306
N -0.1982 0.4011 0.4449
O -1.0026 1.3657 -0.0135
C -1.1177 0.9853 -1.3585
C -0.5192 -0.2470 -1.7105
C 0.2462 -0.5552 -0.4882
N 1.0937 -1.3012 0.2144
H 1.6294 -1.5897 2.1585
H 0.3578 0.9434 2.3810
H -1.6311 1.6776 -2.0868
H -0.4314 -1.0599 -2.5679
*
```

Charges per atom according to Mulliken partitioning, unit e: -0.376, -0.149, 0.375, -0.338, -0.296, -0.275, 0.360, -0.659, 0.309, 0.403, 0.346, 0.300